(1)
C20H33N5O2 | ωB97M-V/def2-TZVPD

Values from the calculation:
- HOMO level: -0.302 Ha
- Orbital gap: 8.928 eV
- Charge: 0
- Relative energy (zero: lowest compared OMol25 entry of this formula, charge and spin): 0.009 eV
- SMILES: CCCCCCn1c(CN2CCC[C@H](C)C2)nc2c1c(=O)n(C)c(=O)n2C
- Energy: -32823.637 eV

Last column: natural (NBO) charge in e.
Positions of all 60 atoms, in Å:
C: -1.226 2.716 4.944  -0.609
C: -2.383 2.484 3.980  -0.387
C: -2.349 1.102 3.327  -0.386
C: -1.159 0.921 2.390  -0.416
C: -1.194 -0.427 1.672  -0.390
C: 0.091 -0.695 0.884  -0.237
N: 0.315 0.298 -0.137  -0.300
C: -0.202 0.340 -1.382  0.405
N: 0.171 1.416 -2.058  -0.502
C: 0.961 2.105 -1.208  0.352
C: 1.077 1.437 0.002  -0.087
C: 1.890 1.937 1.067  0.656
O: 2.089 1.427 2.154  -0.625
N: 2.484 3.155 0.726  -0.453
C: 2.379 3.852 -0.471  0.797
O: 2.953 4.906 -0.650  -0.641
N: 1.591 3.286 -1.448  -0.410
C: 1.435 3.940 -2.729  -0.412
H: 1.780 3.278 -3.522  0.210
H: 2.027 4.853 -2.711  0.248
H: 0.384 4.173 -2.897  0.209
C: 3.322 3.742 1.760  -0.417
H: 4.110 3.040 2.030  0.213
H: 3.748 4.663 1.371  0.246
H: 2.719 3.945 2.645  0.210
C: -1.079 -0.721 -1.950  -0.266
N: -0.462 -2.031 -1.820  -0.441
C: 0.738 -2.140 -2.634  -0.224
C: 1.457 -3.447 -2.323  -0.401
C: 0.532 -4.628 -2.591  -0.396
C: -0.759 -4.460 -1.790  -0.221
C: -1.740 -5.593 -2.068  -0.600
H: -2.017 -5.607 -3.120  0.203
H: -2.645 -5.472 -1.477  0.207
H: -1.292 -6.552 -1.819  0.212
C: -1.387 -3.106 -2.127  -0.214
H: -2.290 -2.965 -1.526  0.199
H: -1.681 -3.094 -3.192  0.163
H: -0.507 -4.457 -0.724  0.199
H: 1.023 -5.563 -2.319  0.210
H: 0.292 -4.671 -3.657  0.195
H: 1.754 -3.447 -1.272  0.202
H: 2.358 -3.520 -2.934  0.212
H: 1.386 -1.290 -2.407  0.209
H: 0.489 -2.099 -3.710  0.164
H: -1.292 -0.452 -2.998  0.205
H: -2.028 -0.738 -1.403  0.217
H: 0.946 -0.659 1.563  0.236
H: 0.037 -1.669 0.391  0.243
H: -1.306 -1.227 2.406  0.209
H: -2.055 -0.467 1.001  0.191
H: -1.163 1.727 1.651  0.195
H: -0.229 0.990 2.954  0.223
H: -3.273 0.958 2.760  0.195
H: -2.317 0.337 4.106  0.192
H: -3.325 2.590 4.525  0.198
H: -2.366 3.250 3.201  0.192
H: -1.215 1.950 5.716  0.200
H: -0.272 2.693 4.424  0.207
H: -1.326 3.686 5.426  0.209

(2)
C20H33N5O4 | ωB97M-V/def2-TZVPD

Values from the calculation:
- HOMO level: -0.341 Ha
- Orbital gap: 9.942 eV
- Charge: 0
- Relative energy (zero: lowest compared OMol25 entry of this formula, charge and spin): 0.428 eV
- SMILES: CCO[C@H]1CCN(C(=O)CO[C@H]2C[C@@H](NC(=O)CCc3ncnn3C)C2)C[C@@H]1C
- Energy: -36916.111 eV

Last column: natural (NBO) charge in e.
Positions of all 62 atoms, in Å:
C: -6.444 1.367 -2.105  -0.618
C: -5.246 1.073 -1.232  -0.056
O: -4.105 1.652 -1.838  -0.544
C: -2.930 1.604 -1.051  0.109
C: -2.340 0.197 -0.988  -0.431
C: -1.002 0.197 -0.257  -0.225
N: -0.083 1.145 -0.876  -0.439
C: 0.916 0.840 -1.753  0.663
O: 1.429 1.682 -2.471  -0.635
C: 1.370 -0.615 -1.822  -0.151
O: 2.744 -0.846 -2.069  -0.551
C: 3.698 0.217 -2.036  0.104
C: 3.779 0.924 -0.665  -0.429
C: 4.806 -0.142 -0.218  -0.050
N: 4.160 -1.266 0.441  -0.611
C: 3.706 -1.148 1.712  0.677
O: 4.038 -0.242 2.458  -0.634
C: 2.680 -2.179 2.137  -0.480
C: 1.355 -1.446 2.389  -0.437
C: 0.221 -2.387 2.602  0.370
N: -0.604 -2.808 1.657  -0.518
C: -1.411 -3.671 2.322  0.139
N: -1.141 -3.809 3.599  -0.291
N: -0.087 -2.981 3.767  -0.182
C: 0.526 -2.838 5.069  -0.406
C: 5.050 -0.446 -1.710  -0.423
C: -0.611 2.504 -0.885  -0.223
C: -1.934 2.593 -1.645  -0.234
C: -2.467 4.018 -1.620  -0.608
H: -7.345 0.933 -1.670  0.211
H: -6.589 2.443 -2.205  0.212
H: -6.302 0.945 -3.099  0.214
H: -5.383 1.497 -0.228  0.160
H: -5.118 -0.010 -1.118  0.160
H: -3.172 1.934 -0.025  0.157
H: -3.020 -0.488 -0.477  0.217
H: -2.205 -0.168 -2.010  0.209
H: -1.151 0.510 0.783  0.194
H: -0.592 -0.807 -0.221  0.236
H: 1.117 -1.144 -0.901  0.180
H: 0.800 -1.082 -2.632  0.210
H: 3.618 0.839 -2.922  0.205
H: 4.223 1.914 -0.765  0.225
H: 2.871 1.004 -0.067  0.211
H: 5.646 0.192 0.385  0.218
H: 3.689 -1.918 -0.166  0.407
H: 2.541 -2.951 1.378  0.213
H: 3.027 -2.663 3.053  0.227
H: 1.477 -0.761 3.228  0.238
H: 1.105 -0.838 1.517  0.231
H: -2.219 -4.210 1.853  0.198
H: 1.377 -2.166 4.991  0.217
H: -0.194 -2.430 5.775  0.219
H: 0.864 -3.810 5.422  0.221
H: 5.159 -1.490 -2.004  0.217
H: 5.884 0.134 -2.100  0.220
H: -0.763 2.812 0.156  0.190
H: 0.131 3.159 -1.333  0.248
H: -1.748 2.291 -2.682  0.212
H: -2.642 4.344 -0.590  0.198
H: -1.752 4.707 -2.073  0.213
H: -3.407 4.089 -2.162  0.229

(3)
C20H33N5O4 | ωB97M-V/def2-TZVPD

Values from the calculation:
- HOMO level: -0.340 Ha
- Orbital gap: 9.874 eV
- Charge: 0
- Relative energy (zero: lowest compared OMol25 entry of this formula, charge and spin): 0.095 eV
- SMILES: CCO[C@H]1CCN(C(=O)CO[C@H]2C[C@@H](NC(=O)CCc3ncnn3C)C2)C[C@@H]1C
- Energy: -36916.444 eV

Last column: natural (NBO) charge in e.
Positions of all 62 atoms, in Å:
C: -4.229 2.295 -5.048  -0.618
C: -3.948 2.269 -3.564  -0.055
O: -2.562 2.053 -3.381  -0.544
C: -2.127 2.117 -2.036  0.122
C: -2.473 0.839 -1.275  -0.441
C: -1.891 0.877 0.134  -0.211
N: -0.456 1.104 0.084  -0.431
C: 0.480 0.140 0.269  0.671
O: 1.658 0.293 -0.008  -0.637
C: 0.007 -1.199 0.840  -0.159
O: 1.149 -1.863 1.286  -0.533
C: 1.032 -3.268 1.447  0.097
C: 1.012 -3.972 0.069  -0.442
C: 2.561 -3.891 0.078  -0.042
N: 3.069 -2.676 -0.533  -0.625
C: 3.183 -2.596 -1.880  0.683
O: 3.051 -3.559 -2.621  -0.651
C: 3.466 -1.212 -2.432  -0.484
C: 2.289 -0.766 -3.308  -0.437
C: 2.595 0.466 -4.085  0.370
N: 2.232 1.698 -3.771  -0.511
C: 2.777 2.439 -4.766  0.138
N: 3.449 1.755 -5.664  -0.296
N: 3.325 0.486 -5.214  -0.182
C: 3.925 -0.608 -5.945  -0.409
C: 2.475 -3.765 1.616  -0.409
C: -0.087 2.333 -0.609  -0.216
C: -0.624 2.365 -2.039  -0.245
C: -0.267 3.687 -2.701  -0.607
H: -5.291 2.464 -5.231  0.210
H: -3.662 3.093 -5.528  0.213
H: -3.944 1.348 -5.506  0.213
H: -4.236 3.221 -3.097  0.160
H: -4.533 1.476 -3.082  0.157
H: -2.620 2.971 -1.539  0.155
H: -3.555 0.703 -1.218  0.213
H: -2.058 -0.011 -1.825  0.209
H: -2.344 1.698 0.700  0.196
H: -2.120 -0.040 0.670  0.212
H: -0.699 -1.054 1.666  0.184
H: -0.511 -1.754 0.047  0.190
H: 0.274 -3.522 2.193  0.174
H: 0.669 -5.003 0.157  0.217
H: 0.494 -3.487 -0.758  0.213
H: 3.095 -4.740 -0.339  0.223
H: 2.882 -1.808 -0.043  0.437
H: 3.636 -0.481 -1.643  0.236
H: 4.372 -1.291 -3.037  0.221
H: 2.016 -1.584 -3.977  0.234
H: 1.427 -0.550 -2.676  0.237
H: 2.676 3.511 -4.833  0.195
H: 3.742 -1.538 -5.413  0.222
H: 3.491 -0.669 -6.942  0.216
H: 4.997 -0.445 -6.031  0.218
H: 3.159 -3.077 2.111  0.223
H: 2.515 -4.744 2.089  0.217
H: -0.497 3.176 -0.040  0.186
H: 0.997 2.413 -0.612  0.255
H: -0.143 1.559 -2.600  0.227
H: -0.713 4.527 -2.159  0.193
H: 0.815 3.818 -2.715  0.224
H: -0.629 3.711 -3.728  0.227

(4)
C20H34IN5O4Se2Y | ωB97M-V/def2-TZVPD

Values from the calculation:
- HOMO level: -0.363 Ha
- Orbital gap: 7.281 eV
- Charge: +1
- Relative energy (zero: lowest compared OMol25 entry of this formula, charge and spin): 0.102 eV
- Energy: -176762.349 eV

Last column: natural (NBO) charge in e.
Positions of all 67 atoms, in Å:
Y: 0.207 0.739 0.302  1.464
C: -1.679 -0.029 4.580  -0.689
C: -1.252 -0.031 3.150  0.279
N: -0.435 0.823 2.641  -0.281
O: 0.064 1.761 3.526  -0.566
C: -1.806 -1.023 2.209  0.083
C: -2.966 -1.910 2.521  -0.675
N: -1.231 -0.927 1.056  -0.195
O: -1.571 -1.504 -0.045  -0.590
H: -1.342 0.865 5.093  0.261
H: -1.267 -0.904 5.086  0.244
H: -2.765 -0.107 4.643  0.237
H: 0.386 2.467 2.927  0.511
H: -2.792 -2.506 3.419  0.225
H: -3.130 -2.576 1.675  0.248
H: -3.881 -1.335 2.678  0.230
O: 4.565 1.969 2.853  -0.734
C: 3.431 2.644 2.324  -0.054
C: 3.669 2.905 0.845  -0.158
C: 4.962 3.753 0.739  -0.050
O: 5.282 4.128 -0.593  -0.720
C: 3.945 1.612 0.067  -0.510
Se: 2.835 0.004 0.347  -0.448
C: 2.560 3.769 0.233  -0.508
Se: 0.642 3.425 0.580  -0.434
H: 4.361 1.663 3.740  0.477
H: 3.265 3.601 2.835  0.169
H: 2.534 2.032 2.439  0.182
H: 5.785 3.210 1.207  0.189
H: 4.817 4.683 1.291  0.181
H: 5.758 3.409 -1.016  0.467
H: 4.942 1.258 0.324  0.226
H: 3.922 1.821 -1.001  0.216
H: 2.685 3.800 -0.845  0.229
H: 2.684 4.791 0.588  0.224
C: 1.730 -4.655 0.969  -0.245
C: 1.244 -3.200 0.752  -0.266
N: 1.187 -2.899 -0.674  -0.395
C: 0.149 -3.699 -1.310  -0.264
C: 0.393 -5.202 -1.027  -0.245
N: 1.748 -5.315 -0.381  -0.334
C: 2.795 -4.674 -1.250  -0.247
C: 2.480 -3.158 -1.296  -0.261
H: 1.070 -5.236 1.611  0.227
H: 2.744 -4.707 1.363  0.227
H: 1.927 -2.505 1.240  0.252
H: 0.249 -3.057 1.171  0.236
H: 0.169 -3.505 -2.383  0.216
H: -0.818 -3.376 -0.928  0.271
H: 0.408 -5.814 -1.927  0.228
H: -0.326 -5.623 -0.327  0.224
H: 1.976 -6.299 -0.263  0.439
H: 2.734 -5.155 -2.225  0.224
H: 3.765 -4.895 -0.809  0.230
H: 2.455 -2.813 -2.329  0.227
H: 3.238 -2.576 -0.776  0.256
I: -1.197 0.965 -2.706  0.308
C: -2.532 1.789 -1.306  0.130
C: -3.715 2.368 -1.722  -0.274
C: -4.529 2.922 -0.747  -0.125
C: -4.127 2.879 0.580  -0.230
C: -2.921 2.277 0.887  0.070
N: -2.134 1.731 -0.047  -0.553
H: -3.984 2.389 -2.768  0.246
H: -5.464 3.390 -1.025  0.238
H: -4.730 3.311 1.366  0.239
H: -2.553 2.230 1.904  0.222